80
Properties=species:S:1:pos:R:3:forces:R:3 method="wB97M-V/def2-TZVPD" e_homo_ev=-1.0 e_above_lowest_kj_mol=908.86 gap_ev=4.855 charge=-2 lumo_ev=3.85
Ba 0.108139 -0.178461 -0.659833 -2.8 0.9 14.0
O -0.730931 1.539473 -1.686814 -2.7 4.2 -3.1
C -1.115105 1.054177 -2.977217 -0.5 0.1 -0.5
C -0.634867 -0.378282 -3.438636 -0.3 -0.1 -0.6
N -0.267426 -1.322849 -2.378677 -1.7 -4.7 -7.0
C -1.386103 -2.244436 -2.132009 -0.5 0.0 0.1
C -2.648671 -1.357340 -1.938075 -0.3 -0.1 0.1
O -3.604879 -1.519550 -2.709218 0.0 -0.2 0.0
O -2.503070 -0.501571 -1.026080 -0.5 -0.1 -0.4
C 1.021173 -2.021105 -2.465824 0.1 -0.8 -0.6
C 2.213052 -1.710319 -1.483565 0.6 -0.9 0.1
O 3.263452 -2.237846 -1.856479 0.0 0.0 -0.1
O 2.022272 -1.030896 -0.431885 5.9 -2.7 0.3
H -1.449986 1.264355 -1.067065 -0.7 1.1 -0.1
H -0.753339 1.766681 -3.719189 0.1 0.0 0.1
H -2.203002 1.052191 -3.032088 0.0 0.0 0.1
H 0.152122 -0.294342 -4.188465 0.2 0.0 0.2
H -1.487519 -0.790895 -3.993040 -0.1 0.0 0.1
H -1.190595 -2.786204 -1.199694 0.0 -0.1 -0.1
H -1.531473 -2.928300 -2.975399 0.1 -0.1 0.1
H 1.440431 -1.973684 -3.473393 0.0 0.2 0.0
H 0.848278 -3.087044 -2.289236 -0.1 0.0 0.0
C 3.956042 0.215058 2.823009 0.0 0.0 0.0
C 3.992091 -1.127848 3.174721 0.0 0.0 0.0
C 2.805867 -1.830156 3.248766 0.0 0.0 0.1
C 1.592493 -1.184912 2.969987 0.0 -0.1 0.0
N 1.567720 0.106890 2.630702 0.0 0.0 -0.1
C 2.714432 0.773264 2.563044 0.0 0.0 0.1
C 0.307350 -1.941055 3.015166 0.1 0.0 -0.1
C 0.060925 -2.706776 4.158629 0.0 -0.1 0.0
C -1.075396 -3.502301 4.233028 0.0 0.0 0.0
C -1.930695 -3.534412 3.135294 0.0 0.0 0.0
C -1.649120 -2.763623 2.010106 -0.1 0.3 0.1
C -0.543589 -1.895788 1.888368 0.3 -0.4 -0.3
H 4.861090 0.805477 2.747268 0.0 0.0 0.0
H 4.937910 -1.620765 3.372500 0.0 0.0 0.0
H 2.800101 -2.885819 3.488434 0.0 0.0 0.0
H 2.626585 1.821952 2.287235 0.0 0.0 0.0
H 0.758786 -2.683995 4.994102 0.0 0.0 0.0
H -1.287573 -4.084498 5.123935 0.0 0.0 0.0
H -2.821608 -4.158662 3.166067 0.0 0.0 0.0
H -2.372614 -2.797847 1.192342 0.0 -0.1 0.0
C 2.922960 0.139335 -5.387379 -0.1 0.0 0.1
C 3.497432 0.236266 -3.968050 0.1 0.1 -0.3
Sb 2.000575 0.892231 -2.536510 3.2 2.7 -2.5
C 1.789666 2.830782 -3.549408 0.2 0.0 -0.2
C 3.094444 3.506137 -3.975843 -0.1 0.0 0.0
C 3.307033 1.635466 -0.972080 0.0 -0.1 0.0
C 4.664744 0.938744 -0.917630 0.0 0.0 0.0
H 3.709414 0.011166 -6.136890 0.0 0.0 0.0
H 2.350205 1.025021 -5.677019 0.0 0.0 0.0
H 2.251977 -0.717955 -5.488266 0.0 0.0 0.0
H 4.345194 0.923630 -3.963816 0.0 0.0 0.1
H 3.853027 -0.742110 -3.647467 0.0 0.0 0.1
H 1.213865 3.484428 -2.891187 0.0 -0.1 0.1
H 1.171027 2.653927 -4.434046 -0.1 0.0 0.0
H 3.814813 3.549678 -3.155412 0.0 0.0 0.0
H 2.931628 4.532984 -4.320260 0.0 0.0 0.0
H 3.570070 2.967878 -4.797916 0.0 0.0 0.0
H 2.775451 1.454294 -0.036176 0.0 0.0 0.0
H 3.419910 2.715392 -1.090822 -0.1 0.0 0.0
H 4.544561 -0.140568 -0.817504 0.0 0.0 0.0
H 5.246961 1.291051 -0.060672 0.0 0.0 0.0
H 5.253005 1.128198 -1.819121 0.0 0.0 0.0
F -7.679985 2.310214 5.495289 0.0 -0.1 0.0
C -7.250775 1.117810 5.003784 -0.1 0.0 0.0
F -7.144681 0.288109 6.068569 0.0 0.0 0.0
F -8.302985 0.638781 4.279434 0.1 0.0 0.0
C -5.993754 1.231530 4.222518 0.0 0.0 0.0
C -5.081396 0.175024 4.186070 0.0 0.0 0.0
C -3.934920 0.269966 3.427247 0.0 0.1 -0.1
C -3.654785 1.429268 2.668839 0.0 -0.1 0.1
C -4.589622 2.478022 2.720531 0.0 0.0 0.0
C -5.740382 2.379750 3.480130 0.0 0.0 0.0
C -2.467477 1.495177 1.899109 0.1 -0.2 0.1
C -1.416053 1.240507 1.300336 -0.5 0.9 -0.2
H -5.275572 -0.720877 4.762713 0.0 0.0 0.0
H -3.218839 -0.541350 3.376772 0.0 0.0 0.1
H -4.391186 3.374449 2.147397 0.0 0.0 0.0
H -6.448310 3.199714 3.503879 0.0 0.0 0.0

14
Properties=species:S:1:pos:R:3:forces:R:3 method="wB97M-V/def2-TZVPD" e_homo_ev=-4.6 e_above_lowest_kj_mol=121.24 gap_ev=8.864 charge=-1 lumo_ev=4.27
C -1.156084 -0.270651 0.916474 0.4 -2.6 2.0
O -0.710345 -1.064497 -0.158435 0.6 0.4 0.4
C -2.134154 0.793867 0.501097 1.3 0.8 3.0
H -1.624294 -0.936475 1.728350 0.1 0.4 -0.9
H -0.327759 0.134492 1.507955 0.3 0.5 -0.4
H -3.117249 0.411427 0.372574 -0.8 0.1 -0.3
H -2.002628 1.681179 1.206255 -0.9 -1.1 -0.6
H -1.598199 1.060426 -0.322869 0.3 1.3 -3.2
H 2.747103 0.213642 -0.679699 0.5 2.0 0.6
H 2.662332 1.051480 -1.746494 0.8 1.4 1.0
O 3.065489 1.248611 -0.843920 -1.7 -3.7 -1.7
H 2.136812 -2.052263 -1.151335 -1.3 2.2 0.5
H 0.389770 -1.113078 -0.332434 -1.1 0.0 -0.3
O 1.669204 -1.158161 -0.997521 1.5 -1.6 0.0

81
Properties=species:S:1:pos:R:3:forces:R:3 method="wB97M-V/def2-TZVPD" spin_multiplicity=4 e_homo_ev="-13.9 / -14.2" e_above_lowest_kj_mol=113.31 gap_ev="7.010 / 7.322" charge=+2 lumo_ev="-6.88 / -6.85"
Cr -0.202595 0.468812 -0.216843 -0.6 1.6 -0.3
C 3.908974 1.860677 -0.921760 0.2 -0.2 0.3
C 4.611807 1.165718 0.056872 -0.4 0.2 -0.3
C 3.896388 0.354652 0.915437 -0.7 -0.1 0.2
C 2.510516 0.261163 0.791070 1.0 0.5 -0.6
N 1.839074 0.905307 -0.193225 0.6 -0.2 0.3
C 2.540703 1.689342 -1.009793 -0.2 0.2 -0.2
C 1.681846 -0.558278 1.657943 -0.6 -0.4 0.4
C 2.082240 -1.147870 2.852570 -0.2 0.1 -0.1
C 1.159548 -1.877434 3.590490 0.0 0.1 -0.5
C -0.129098 -2.025604 3.102044 -0.1 0.3 -0.3
C -0.471268 -1.417229 1.897703 1.0 0.1 0.4
N 0.420125 -0.682207 1.200495 0.8 -1.3 2.0
C -1.754634 -1.488744 1.233390 -1.1 -0.3 -0.6
C -2.770677 -2.368202 1.608520 0.6 0.4 0.1
C -3.948404 -2.407228 0.890875 0.0 0.4 -0.5
C -4.062006 -1.575477 -0.222147 -0.1 -0.3 0.5
C -2.999950 -0.765330 -0.561673 0.2 0.3 -0.3
N -1.858483 -0.688608 0.134621 -0.8 -0.8 0.5
H 4.417023 2.517892 -1.606874 0.0 0.1 -0.1
H 5.682052 1.257259 0.156682 0.1 0.0 0.0
H 4.395096 -0.213573 1.681073 0.1 0.0 0.1
H 1.968834 2.201268 -1.769509 0.1 0.0 0.1
H 3.078195 -0.997369 3.232098 0.1 0.0 0.0
H 1.446397 -2.332549 4.524732 0.0 0.0 0.1
H -0.866356 -2.565445 3.669698 -0.1 -0.1 0.0
H -2.615837 -3.022196 2.449952 0.0 -0.1 0.1
H -4.743640 -3.075378 1.176963 -0.1 -0.1 0.0
H -4.960026 -1.563692 -0.818522 0.0 0.0 -0.1
H -3.041462 -0.148279 -1.448498 0.0 -0.1 0.1
C -1.236605 4.084644 1.555027 0.0 -0.5 -0.2
C -1.605836 2.607399 1.365813 -1.5 0.4 0.6
C -1.988349 1.988576 2.720741 0.1 0.3 -0.5
O -0.567141 1.936371 0.768288 1.7 -0.9 -0.5
H -2.089503 4.624436 1.953901 -0.1 0.1 0.1
H -0.946837 4.535833 0.610477 0.0 0.0 -0.1
H -0.405426 4.166691 2.248739 0.1 0.1 0.1
H -2.485820 2.550337 0.696805 0.1 0.1 0.2
H -1.157463 2.068677 3.420413 0.1 0.0 0.0
H -2.272822 0.943120 2.608606 0.0 -0.1 0.0
H -2.839755 2.533699 3.121265 -0.1 0.0 0.2
C -0.387947 4.121504 -5.197102 -0.2 -0.6 0.7
Si 0.300780 3.222007 -3.655317 0.5 0.5 0.1
C 0.417052 4.514754 -2.242087 0.0 -0.7 -0.5
C 1.981268 2.489607 -4.248224 -0.6 0.1 0.4
As -0.928016 1.379401 -2.396508 -0.7 0.8 -2.0
Si -0.368590 -0.652127 -3.572502 0.1 -0.5 -0.3
C 1.251108 -1.198336 -2.684645 -0.5 0.5 -0.3
C -1.499725 -2.174953 -3.313048 0.2 0.8 0.0
C -0.322244 -0.163952 -5.411190 0.1 -0.2 0.7
Si -3.284006 1.885209 -3.094405 -0.8 0.2 0.1
C -4.075444 0.347708 -3.921784 0.5 0.5 0.4
C -3.486673 3.329535 -4.320028 0.5 -0.6 0.5
C -4.191305 2.404760 -1.489010 0.5 -0.3 -0.6
H 0.442007 4.671517 -5.634678 0.3 0.0 0.1
H -1.150695 4.853462 -4.960206 -0.2 0.0 0.1
H -0.776126 3.460956 -5.965372 0.0 -0.2 -0.1
H 1.004046 5.375762 -2.547927 0.1 0.1 -0.2
H 0.861691 4.114307 -1.332971 0.0 -0.1 0.1
H -0.581006 4.873854 -1.992471 -0.1 0.0 0.0
H 2.018008 2.504820 -5.332949 -0.1 0.0 -0.2
H 2.158479 1.464207 -3.936136 0.0 -0.1 0.1
H 2.815465 3.094265 -3.902390 0.1 0.2 0.1
H 1.050462 -1.283329 -1.600958 0.1 -0.1 -0.2
H 2.084223 -0.510988 -2.819139 0.0 0.1 0.1
H 1.589086 -2.174546 -3.023289 -0.1 -0.2 0.0
H -1.597449 -2.452171 -2.264009 0.0 0.0 0.1
H -1.059739 -3.026677 -3.828156 0.2 0.0 -0.1
H -2.493641 -2.043866 -3.725417 -0.2 0.1 -0.1
H 0.515984 0.481920 -5.649932 0.2 0.1 0.0
H -1.231180 0.380527 -5.661234 -0.1 0.0 0.0
H -0.269497 -1.035377 -6.053644 0.0 -0.2 -0.1
H -3.565080 0.080088 -4.843566 0.1 0.0 -0.1
H -5.101951 0.580483 -4.188554 -0.2 0.2 0.0
H -4.106327 -0.532754 -3.288843 0.0 -0.2 0.1
H -3.077084 3.117527 -5.303729 0.1 0.0 -0.1
H -3.042720 4.246625 -3.946796 0.1 0.1 0.1
H -4.551653 3.513993 -4.442873 -0.2 -0.1 0.1
H -4.221702 1.634442 -0.723620 0.0 -0.1 0.1
H -5.215640 2.680250 -1.718896 -0.2 0.0 -0.2
H -3.711588 3.285179 -1.067522 0.1 0.1 0.0